Molecular formula: C17H25NO4S
Method: DFT, ωB97M-V with the def2-TZVPD basis set

Geometry as XYZ:
```
48
Properties=species:S:1:pos:R:3:forces:R:3
C -3.722496 -0.470365 0.598359 0.21 -0.12 -0.43
C -3.564074 0.591353 -0.682813 0.10 -0.53 1.65
O -4.045551 -0.122672 -1.876086 1.36 1.17 -0.45
C -3.117787 0.001572 -3.012521 1.75 0.95 0.51
C -1.881888 -1.064632 -2.817791 0.46 -0.59 -0.11
C -2.162401 -2.554797 -3.445341 0.24 0.41 -1.06
C -0.787331 -3.465717 -3.603470 -0.89 -0.59 -0.38
C -0.233936 -4.095802 -2.194805 0.75 -0.17 -0.06
C 0.467638 -2.991281 -1.191653 1.46 2.84 2.19
C 0.351070 -3.058591 0.475458 2.12 3.11 -1.28
C 1.072679 -1.908068 1.449412 0.46 0.44 -4.99
C 1.855893 -0.694190 0.674292 -0.57 -1.29 -1.80
C 2.007358 -0.560486 -0.952742 -1.99 -3.71 1.31
C 1.318303 -1.727563 -1.875143 -0.08 -0.07 3.62
C 2.848731 0.797434 -1.321637 1.42 -0.05 -3.25
O 3.517221 1.164377 -2.428508 -4.75 -2.40 7.75
N 2.686163 1.588052 -0.006427 -0.22 -0.71 0.15
C 2.648672 0.637883 1.208966 1.80 -0.33 3.88
O 3.208156 0.914086 2.394186 -3.89 -1.72 -7.79
H -3.845172 -1.571304 0.153429 0.20 2.52 0.99
H -4.675954 -0.180064 1.221422 1.98 -0.74 -1.16
H -2.754827 -0.469931 1.287664 -2.14 0.13 -1.41
H -2.421534 0.918595 -0.757494 -2.50 -0.69 -0.10
H -4.239920 1.537229 -0.421794 1.48 -1.93 -0.96
H -2.641960 1.090912 -2.935882 -0.94 -2.21 -0.40
H -3.627579 -0.060619 -4.070421 0.64 -0.23 2.37
H -1.630825 -1.183698 -1.671975 -0.62 0.42 -2.23
H -0.872760 -0.678245 -3.325017 -2.31 -0.60 0.96
H -2.554732 -2.380260 -4.558742 0.76 -0.42 2.35
H -3.010299 -3.151282 -2.882172 1.83 1.23 -0.97
H 0.053777 -2.907678 -4.239152 -1.85 -1.07 1.63
H -1.105475 -4.392906 -4.284117 0.77 1.89 1.55
H -1.094813 -4.718554 -1.655866 1.86 1.64 -1.01
H 0.601632 -4.892681 -2.492492 -1.68 1.74 0.79
H -0.234141 -3.912469 1.033631 1.26 1.84 -1.47
H 1.031428 -1.930240 2.618674 0.03 0.00 -2.61
H 1.395981 -1.675850 -3.041992 -0.11 -0.07 2.61
H 1.669917 1.902197 0.001147 1.58 -0.05 -0.35
C 3.022429 4.254463 3.566007 0.06 0.01 0.01
S 1.771765 4.913567 4.695122 0.19 0.46 -0.10
O 1.787419 6.407182 4.562747 0.08 -0.70 0.11
C 2.650719 4.493948 6.220570 0.08 0.02 0.07
H 2.696237 4.443548 2.539936 -0.04 0.00 0.20
H 3.981209 4.750412 3.736557 -0.14 0.03 0.05
H 3.123766 3.177464 3.718500 -0.06 0.07 -0.03
H 3.631723 4.974943 6.231699 -0.11 0.01 -0.09
H 2.763684 3.409387 6.290108 -0.05 0.08 -0.06
H 2.061884 4.851343 7.068167 0.00 -0.01 -0.19
```
Forces are in eV/Å.

The HOMO energy is -8.731 eV. Its charge is 0. The value obtained for the lowest unoccupied orbital energy is -1.7 eV.

Mulliken population analysis, charges in e, atoms 1 to 2:
1 C -0.7446
2 C -0.2447